Molecular formula: C64H176N16O16
Method: DFT, wB97M-V/def2-TZVPD

Each line ends with the Mulliken charge.
Cartesian coordinates (Å):
C1 -3.30424 -3.83766 -1.25248  -0.003
C2 -3.21965 -4.93404 -2.29154  1.035
C3 -2.00790 -5.91459 -2.04708  -0.989
O1 -0.82525 -5.19017 -2.21050  -0.198
C4 0.29112 -5.99796 -1.80511  -0.636
N1 -4.49457 -5.59541 -2.46767  -0.817
H1 -2.40722 -3.22161 -1.18970  -0.438
H2 -3.37997 -4.22407 -0.23608  0.412
H3 -4.13045 -3.14855 -1.42746  -0.279
H4 -2.92822 -4.46643 -3.23203  -0.247
H5 -2.03245 -6.73892 -2.75979  0.333
H6 -2.11050 -6.34211 -1.04969  0.158
H7 0.31178 -6.95680 -2.32308  0.515
H8 0.43443 -6.21317 -0.74622  -0.190
H9 1.15341 -5.44464 -2.17714  0.314
H10 -4.89761 -5.74240 -1.55331  0.351
H11 -5.10021 -4.86992 -2.82400  0.315
C5 -1.65380 5.14696 1.31701  -0.153
C6 -3.09245 5.79156 1.29377  0.151
C7 -4.09424 5.33511 2.38217  -0.788
O2 -4.26755 3.91386 2.43036  -0.172
C8 -4.73228 3.43067 1.22087  -0.375
N2 -2.93962 7.21841 1.17871  -0.649
H12 -0.97427 5.52872 2.07898  0.212
H13 -1.25318 5.11994 0.30367  0.232
H14 -1.77075 4.08328 1.52441  -0.492
H15 -3.60044 5.49019 0.37768  0.500
H16 -5.06064 5.83140 2.29350  0.371
H17 -3.59230 5.56721 3.32147  0.056
H18 -4.99362 2.39723 1.44849  -0.185
H19 -3.94000 3.41378 0.47248  0.174
H20 -5.61271 3.88057 0.76203  0.365
H21 -3.74503 7.69801 0.80265  0.295
H22 -2.78515 7.45764 2.14773  0.306
C9 5.84890 -2.73615 2.74109  -1.680
C10 4.89604 -1.61355 3.18196  2.265
C11 3.51085 -2.24626 3.59219  -0.104
O3 2.59268 -1.28729 4.15461  -0.450
C12 1.75620 -0.65858 3.20810  -0.119
N3 5.47128 -0.78132 4.23696  -0.810
H23 6.07641 -3.39703 3.57748  0.507
H24 6.81523 -2.28490 2.51590  0.379
H25 5.35722 -3.27841 1.93344  0.148
H26 4.75023 -0.92313 2.35120  -0.956
H27 3.64670 -3.09827 4.25833  0.466
H28 3.15692 -2.73514 2.68455  -0.792
H29 2.37841 0.09653 2.72772  -0.168
H30 0.92242 -0.16706 3.70941  0.217
H31 1.38282 -1.29297 2.40422  0.216
H32 6.24928 -0.26715 3.84911  0.357
H33 4.71862 -0.12496 4.38790  0.361
C13 -0.11716 -1.92970 -2.93796  -0.417
C14 -0.06752 -2.55070 -4.29644  1.863
C15 0.62513 -1.74868 -5.38484  -1.785
O4 -0.16944 -0.58571 -5.71127  0.281
C16 -1.14947 -0.84785 -6.66686  -0.960
N4 0.47998 -3.87415 -4.11913  -0.626
H34 0.90414 -1.73031 -2.61348  0.419
H35 -0.55702 -2.57759 -2.17976  -0.396
H36 -0.62253 -0.96432 -2.91103  -0.353
H37 -1.09232 -2.74871 -4.61058  0.006
H38 0.82687 -2.35871 -6.26533  0.394
H39 1.58175 -1.28709 -5.14011  0.244
H40 -1.89367 -1.58009 -6.35363  0.263
H41 -0.66959 -1.13975 -7.60099  0.340
H42 -1.78806 -0.00468 -6.93021  0.160
H43 0.31028 -4.46367 -4.92149  0.330
H44 0.00732 -4.28532 -3.32689  0.332
C17 -0.60525 3.11739 -7.48794  -1.417
C18 -0.95631 3.68536 -6.11031  0.228
C19 -2.43454 3.36321 -5.77122  0.285
O5 -3.28808 3.95427 -6.72920  -0.437
C20 -4.69565 3.61516 -6.38768  -0.824
N5 -0.08894 3.08478 -5.13702  0.803
H45 0.45859 3.12704 -7.72513  0.284
H46 -1.11407 3.73029 -8.23196  0.459
H47 -0.91840 2.08800 -7.66226  0.194
H48 -0.86468 4.77082 -6.07173  0.469
H49 -2.59573 3.77537 -4.77511  0.482
H50 -2.54988 2.27980 -5.80308  -0.513
H51 -4.94006 2.55652 -6.30028  0.235
H52 -5.38436 3.88243 -7.18913  0.379
H53 -5.13848 3.96474 -5.45505  0.344
H54 0.86168 3.41293 -5.23050  -0.393
H55 -0.09681 2.08817 -5.30072  -0.315
C21 -4.86370 -0.61735 5.97354  -1.798
C22 -4.68610 -0.08555 4.51802  3.096
C23 -5.10156 -1.00168 3.30997  -1.247
O6 -4.89505 -0.24579 2.04841  -0.089
C24 -5.07158 -1.01115 0.84342  -0.406
N6 -5.51341 1.12855 4.47517  -0.922
H56 -4.91676 -1.70606 5.97209  0.439
H57 -5.80139 -0.33181 6.45030  0.412
H58 -3.97343 -0.48235 6.58779  0.286
H59 -3.66386 0.23092 4.31075  -1.546
H60 -6.15505 -1.26238 3.41141  0.457
H61 -4.44307 -1.87030 3.30765  0.465
H62 -4.39858 -1.86826 0.86676  0.173
H63 -4.81080 -0.39899 -0.01992  -0.179
H64 -6.09802 -1.31446 0.63723  0.434
H65 -5.10845 1.74776 5.16269  0.591
H66 -5.46282 1.69236 3.63872  0.240
C25 3.61271 2.58460 -4.16393  -1.354
C26 3.58508 2.74089 -5.67464  0.436
C27 3.17341 1.46918 -6.38430  -0.107
O7 4.14275 0.45366 -6.16525  -0.329
C28 4.07010 -0.61324 -7.09896  -0.749
N7 2.64951 3.82862 -5.84969  -0.187
H67 4.24355 1.71736 -3.96889  0.624
H68 2.68269 2.25628 -3.69985  -0.198
H69 3.98088 3.48664 -3.67519  0.361
H70 4.57662 3.07265 -5.98271  0.396
H71 2.87657 1.68861 -7.40989  0.514
H72 2.34230 1.03583 -5.82791  -0.233
H73 3.09402 -1.09529 -7.15385  0.243
H74 4.79406 -1.39624 -6.87337  0.289
H75 4.32209 -0.33087 -8.12116  0.344
H76 2.67531 4.01115 -6.84272  0.383
H77 2.99296 4.71122 -5.49875  -0.168
C29 4.46566 -6.71819 -1.70375  -1.440
C30 4.60065 -6.47906 -0.17036  0.065
C31 3.37842 -5.63740 0.34855  0.243
O8 3.41760 -4.38434 -0.32101  -0.489
C32 2.36720 -3.47373 -0.00277  1.124
N8 4.42596 -7.73997 0.39629  -0.739
H78 4.57899 -5.84098 -2.34074  0.336
H79 3.54647 -7.22461 -1.99825  0.284
H80 5.31544 -7.34367 -1.97715  0.415
H81 5.54789 -6.00325 0.08349  0.296
H82 3.42901 -5.42204 1.41587  0.275
H83 2.43457 -6.17060 0.23488  -0.225
H84 1.51815 -4.02265 0.40454  -0.410
H85 2.01790 -2.88946 -0.85408  0.304
H86 2.67753 -2.75824 0.75873  -0.596
H87 3.98231 -7.67158 1.30106  0.448
H88 3.77825 -8.33086 -0.10511  0.295
C33 1.04596 5.93734 -3.29195  -0.835
C34 1.98381 7.10570 -3.32016  0.998
C35 2.69354 7.27871 -4.64374  -0.998
O9 3.54604 6.18110 -4.78806  -0.473
C36 4.55808 6.32083 -5.74847  -0.967
N9 1.13600 8.28597 -3.03052  -0.816
H89 0.59479 5.71141 -4.25813  -0.089
H90 0.33758 5.95588 -2.46372  0.196
H91 1.50795 4.98062 -3.04833  0.047
H92 2.69270 7.03242 -2.49542  0.259
H93 3.12882 8.27802 -4.64552  0.483
H94 2.06322 7.34579 -5.53048  0.308
H95 5.17931 7.15580 -5.42443  0.351
H96 4.17394 6.56799 -6.73814  0.368
H97 5.25736 5.50310 -5.92288  0.275
H98 0.64783 8.11129 -2.16375  0.246
H99 1.73088 9.07786 -2.83273  0.280
C37 1.30978 3.22847 2.99733  -0.138
C38 2.56448 3.95999 2.76395  1.488
C39 2.50242 5.50829 2.76084  -1.210
O10 3.86834 6.01881 2.68660  -0.408
C40 3.93581 7.40888 2.87334  -0.720
N10 3.45517 3.60075 3.80466  -0.697
H100 1.28052 2.14019 2.94361  -0.252
H101 0.58381 3.58202 2.26516  -0.280
H102 0.84279 3.46132 3.95431  0.228
H103 3.01480 3.68628 1.80980  -0.395
H104 2.07979 5.94414 3.66612  0.523
H105 1.91604 5.93838 1.94888  0.483
H106 3.55594 7.82524 1.94036  0.262
H107 4.96423 7.72432 3.04925  0.259
H108 3.42631 7.74867 3.77503  0.313
H109 4.16053 4.32137 3.74758  0.297
H110 3.12363 3.80121 4.73740  0.276
C41 0.03960 -8.83440 2.87025  -1.652
C42 0.89924 -7.70933 2.31733  0.828
C43 0.67240 -6.39416 3.09520  -0.576
O11 -0.67392 -5.93070 3.10552  -0.426
C44 -1.22461 -5.54801 1.84676  -0.674
N11 2.30480 -8.03151 2.31140  -0.365
H111 -1.03725 -8.69385 2.77683  0.358
H112 0.04500 -8.97075 3.95167  0.334
H113 0.29320 -9.78328 2.39757  0.462
H114 0.65308 -7.62041 1.25921  -0.338
H115 1.33198 -5.60741 2.72904  -0.108
H116 0.94820 -6.55994 4.13662  0.693
H117 -2.19217 -5.04693 1.87633  0.244
H118 -1.39374 -6.47579 1.30021  0.357
H119 -0.58904 -4.80834 1.35989  0.167
H120 2.42400 -9.03324 2.26212  0.315
H121 2.71330 -7.75871 3.19389  0.261
C45 -4.36623 0.92942 -3.76957  -1.982
C46 -4.38591 -0.39532 -3.05781  2.575
C47 -5.86174 -0.98608 -2.92942  -1.050
O12 -6.74545 -0.31343 -1.96786  -0.328
C48 -7.94251 -1.03437 -1.80692  -0.953
N12 -3.54082 -1.28925 -3.88832  -0.042
H122 -3.41507 1.45798 -3.83307  0.242
H123 -5.17906 1.45627 -3.26974  0.584
H124 -4.59782 0.81164 -4.82815  0.352
H125 -4.05200 -0.21710 -2.03563  -1.365
H126 -5.71467 -2.00142 -2.56126  0.474
H127 -6.37469 -1.14929 -3.87722  0.599
H128 -8.74283 -0.39430 -1.43556  0.293
H129 -7.79064 -1.79418 -1.04029  0.321
H130 -8.26874 -1.65379 -2.64237  0.362
H131 -3.95031 -1.51820 -4.78275  0.351
H132 -2.70840 -0.78174 -4.15216  -0.321
C49 7.81777 0.96079 -0.23758  -1.705
C50 6.68780 0.15156 0.40457  0.943
C51 5.40275 0.79840 -0.02724  -1.019
O13 4.28435 0.15872 0.42397  0.289
C52 3.10604 0.88988 0.08699  -0.175
N13 6.64959 -1.25978 0.00058  -0.443
H133 7.89608 0.76737 -1.30742  0.365
H134 8.79884 0.74298 0.18452  0.406
H135 7.81151 2.04460 -0.12187  0.356
H136 6.83643 0.15089 1.48439  -0.021
H137 5.37950 0.90573 -1.11169  0.256
H138 5.41915 1.82640 0.33475  0.466
H139 3.15414 1.93647 0.38775  -0.149
H140 2.30790 0.33554 0.58072  -0.330
H141 2.95412 0.76297 -0.98488  0.508
H142 6.79401 -1.37166 -0.99276  0.314
H143 5.76145 -1.64150 0.29314  -0.036
C53 -0.93581 -1.31402 0.67074  -0.585
C54 -0.81461 0.15096 1.23403  1.219
C55 -1.13856 1.16912 0.15329  -0.220
O14 -0.22093 0.88929 -0.92072  0.863
C56 -0.05462 1.99104 -1.85451  -1.042
N14 -1.60344 0.20078 2.48780  0.719
H144 -0.20106 -1.45228 -0.12243  -0.120
H145 -1.97814 -1.37041 0.35697  0.170
H146 -0.81905 -2.02768 1.48631  -0.387
H147 0.20807 0.35096 1.55380  -0.455
H148 -0.91520 2.13588 0.60449  -0.011
H149 -2.15956 1.00210 -0.18987  0.125
H150 0.48393 1.73402 -2.76666  -0.273
H151 0.59425 2.78110 -1.47651  0.442
H152 -0.97146 2.50937 -2.13527  0.379
H153 -2.57862 0.15748 2.22849  -0.594
H154 -1.44730 1.12684 2.85945  0.093
C57 -0.38623 -2.76095 5.03268  -0.395
C58 -0.88427 -3.99623 5.80763  1.356
C59 -0.46780 -4.10855 7.29942  -0.934
O15 0.90474 -4.44234 7.44876  -0.390
C60 1.76091 -3.34156 7.40171  -0.644
N15 -2.31041 -4.00268 5.70046  -0.596
H155 -0.91792 -2.72543 4.08182  -0.047
H156 0.67530 -2.73429 4.78661  -0.322
H157 -0.56979 -1.81710 5.54605  0.358
H158 -0.54487 -4.95835 5.42394  -0.429
H159 -0.97095 -4.96116 7.75550  0.307
H160 -0.71668 -3.17697 7.80766  0.439
H161 1.43780 -2.43617 7.91547  0.298
H162 2.08888 -2.94840 6.43944  0.200
H163 2.73686 -3.69361 7.73591  0.347
H164 -2.48231 -4.05585 4.70661  0.097
H165 -2.74308 -4.86064 6.01158  0.320
C61 -1.94102 4.69056 5.32867  -1.424
C62 -1.79951 3.13692 5.47419  0.219
C63 -2.79851 2.54844 6.52125  -0.946
O16 -4.14155 2.78209 6.03802  -0.340
C64 -5.04814 2.77378 7.09071  -1.033
N16 -2.10566 2.52694 4.18236  0.307
H166 -1.60181 5.04033 4.35364  0.054
H167 -1.31387 5.21204 6.05174  0.553
H168 -2.91633 5.13388 5.52954  0.412
H169 -0.75359 2.98779 5.74237  0.518
H170 -2.59125 3.01101 7.48622  0.784
H171 -2.73904 1.46294 6.60043  0.054
H172 -5.95231 3.26168 6.72666  0.283
H173 -4.61796 3.33961 7.91707  0.401
H174 -5.28483 1.80463 7.52983  0.313
H175 -2.37145 1.57805 4.40384  -0.340
H176 -2.94737 2.88388 3.75316  -0.324

Computed properties:
Multiplicity: 1
E_HOMO in eV: -8.367
Orbital gap in eV: 8.8